# 1
This record from OMol25 describes a structure of composition C27H37BrN3O8RuSe2SiTe2. The level of theory is wB97M-V/def2-TZVPD.

Output
**Gap between HOMO and LUMO (alpha / beta)**: 5.694 / 5.698 eV
**LUMO (alpha / beta)**: 3.69 / 3.23 eV
**Energy above the lowest of the compared OMol25 structures with the same formula, charge and spin**: 0.0 kcal/mol
**Total energy**: -275230.915 eV
**Maximum force**: 0.23 eV/A
**Multiplicity**: 6
**Net charge**: -2

The geometry in XYZ format:
```
82
Properties=species:S:1:pos:R:3:forces:R:3
Ru 1.00954 3.31052 1.88581 0.189 -0.088 -0.100
Se 1.50323 5.82413 1.19421 0.012 0.018 -0.005
Te 1.92679 5.55544 3.56498 -0.071 0.042 0.064
Te 4.70034 2.90323 3.81288 -0.017 -0.003 -0.017
Se 3.36035 2.34765 1.85457 -0.040 0.009 0.014
O -2.76131 3.79188 0.23066 -0.006 -0.013 0.003
C -1.58905 3.44040 0.23761 -0.005 0.035 -0.025
O -0.94116 3.20213 1.33133 0.000 0.025 0.001
C -0.90767 3.18424 -1.09518 -0.002 -0.013 0.008
C -1.74121 3.13632 -2.18520 -0.006 -0.004 -0.011
C -1.26016 2.86322 -3.46651 -0.020 -0.016 0.012
C 0.09058 2.64545 -3.67647 0.009 -0.017 -0.007
C 0.93603 2.67378 -2.59815 0.007 -0.009 -0.002
C 0.51125 2.95999 -1.24618 0.020 -0.006 -0.001
O 1.35565 3.04054 -0.31898 -0.039 -0.028 0.009
N 2.34181 2.40041 -2.88495 -0.007 -0.009 0.015
O 2.78002 2.77761 -3.96736 0.002 0.007 -0.015
O 2.99744 1.78569 -2.07178 -0.010 -0.038 0.000
N -2.16830 2.76940 -4.58009 0.003 0.026 0.000
O -1.71243 2.49503 -5.68552 0.000 -0.007 0.001
O -3.35920 2.96436 -4.38298 -0.002 -0.009 -0.001
H -2.79496 3.30996 -2.02172 0.001 0.001 -0.002
H 0.47469 2.44356 -4.66466 0.000 0.003 0.002
C 1.69297 -3.63331 0.96202 -0.008 -0.007 0.003
C 0.28067 -3.42657 0.39434 0.002 0.004 -0.002
C -0.23425 -4.78115 -0.11553 -0.001 0.004 -0.009
C -0.58998 -2.98921 1.58445 -0.004 0.000 -0.002
Si 0.30431 -2.09988 -1.00552 -0.044 -0.011 0.001
Br 0.55794 -0.14595 0.04241 0.063 0.021 0.045
C 1.81992 -2.26604 -2.17797 -0.011 0.004 -0.004
C 1.66759 -1.32799 -3.38537 -0.015 0.023 0.017
C 3.12337 -1.84565 -1.47824 0.013 -0.020 -0.021
C 1.98068 -3.70079 -2.70419 0.003 0.000 0.004
C -1.37267 -1.96509 -1.94375 -0.002 0.006 0.007
C -2.54815 -2.08012 -0.96165 -0.005 0.004 -0.016
C -1.52917 -0.59848 -2.63209 -0.007 -0.002 0.003
C -1.52430 -3.06545 -3.00514 -0.008 0.008 -0.003
H 1.63193 -4.31398 1.81882 -0.003 -0.002 0.002
H 2.12451 -2.69568 1.31690 0.005 0.005 -0.001
H 2.37693 -4.07752 0.23881 -0.010 -0.016 -0.006
H -0.14845 -5.52356 0.68656 -0.001 0.000 0.002
H 0.33696 -5.15216 -0.96919 -0.009 -0.003 0.006
H -1.28475 -4.73847 -0.40643 -0.003 -0.002 -0.005
H -0.55982 -3.77651 2.34661 0.003 0.000 0.003
H -1.63258 -2.82699 1.31920 0.019 -0.010 0.014
H -0.21307 -2.07279 2.03899 0.004 0.008 0.002
H 1.48602 -0.29873 -3.07104 0.003 0.010 -0.001
H 0.86694 -1.63381 -4.05903 -0.017 -0.001 -0.004
H 2.60181 -1.33336 -3.95733 -0.004 -0.002 0.001
H 3.09844 -0.79794 -1.18250 -0.005 0.043 0.010
H 3.94992 -1.96759 -2.18782 0.002 0.002 0.001
H 3.35263 -2.44237 -0.59802 0.009 0.019 -0.017
H 1.08307 -4.06778 -3.20725 0.013 0.001 0.008
H 2.23502 -4.40582 -1.91150 0.008 -0.003 0.017
H 2.79854 -3.72300 -3.43363 0.002 0.001 0.000
H -2.48021 -1.33683 -0.16460 -0.003 -0.001 -0.008
H -2.62557 -3.06975 -0.51018 -0.001 0.003 -0.006
H -3.48023 -1.89322 -1.50616 -0.001 0.001 -0.002
H -1.47189 0.22209 -1.91670 -0.001 0.012 -0.007
H -2.51612 -0.55553 -3.10702 0.000 -0.001 -0.005
H -0.78766 -0.41713 -3.40664 0.032 -0.001 -0.011
H -1.43226 -4.07010 -2.58682 0.002 -0.010 0.008
H -0.79226 -2.96526 -3.80725 -0.002 0.005 0.000
H -2.51771 -2.98746 -3.46163 -0.001 -0.002 0.001
N -0.96476 -1.32326 7.40372 0.000 -0.002 -0.002
C -0.64502 -0.59354 6.57133 -0.001 0.004 0.003
C -0.24689 0.31737 5.53675 -0.016 -0.012 -0.019
C 0.73074 1.28029 5.78137 0.017 0.013 -0.004
C 1.11377 2.15233 4.77569 0.014 -0.010 0.006
C 0.53853 2.12035 3.49749 -0.005 -0.002 0.009
C -0.45159 1.14385 3.28630 -0.030 0.006 -0.006
C -0.83392 0.25223 4.27288 0.006 -0.008 0.029
H 1.19787 1.33440 6.75748 0.001 0.000 0.000
H 1.90311 2.86105 4.98906 0.000 0.017 0.000
H -0.94745 1.08875 2.32653 0.002 -0.001 0.000
H -1.59679 -0.49118 4.07323 0.000 -0.001 0.002
C -2.70170 4.07103 3.81102 0.005 -0.048 -0.047
O -1.58217 4.88350 4.12722 -0.032 0.081 0.173
H -3.37128 3.96597 4.67479 -0.007 0.004 -0.001
H -2.39658 3.08310 3.46403 -0.022 0.034 -0.005
H -3.23311 4.54898 2.99006 -0.018 -0.015 0.001
H -0.89413 4.32676 4.50580 0.052 -0.057 -0.106
```
Forces are in eV/Å.

# 2
This record from OMol25 describes a structure of composition C23H14AuBrCl4N3O3 in a non-equilibrium geometry. The level of theory is wB97M-V/def2-TZVPD.

Output
**Gap between HOMO and LUMO**: 6.250 eV
**LUMO**: -4.86 eV
**Total energy**: -158509.118 eV
**Maximum force**: 1.95 eV/A
**Net charge**: +1

The geometry in XYZ format:
```
49
Properties=species:S:1:pos:R:3:forces:R:3
Au -0.21414 0.37228 0.15228 -1.784 0.237 0.748
Cl -3.94804 -2.11616 -2.08130 -0.050 -0.074 -0.013
C -3.58965 -2.01849 -0.40503 0.066 0.116 -0.174
C -4.34854 -2.75125 0.52303 -0.073 -0.095 0.000
C -4.08553 -2.69265 1.86346 -0.012 0.001 -0.154
Cl -5.02217 -3.62456 2.97153 0.004 -0.006 0.028
C -3.04135 -1.86771 2.33477 0.004 0.104 0.211
C -2.66198 -1.71287 3.68542 0.049 0.082 -0.024
C -1.63978 -0.86219 4.02286 -0.109 -0.098 -0.048
C -0.96510 -0.15807 3.01701 -0.037 0.054 0.028
N -1.29930 -0.30858 1.75167 0.724 0.307 -0.010
C -2.31621 -1.13787 1.37574 -0.032 -0.013 0.177
C -2.55298 -1.20239 0.00050 -0.233 -0.373 -0.087
O -1.80256 -0.50392 -0.83706 1.201 0.591 -0.276
H -5.14629 -3.38360 0.15804 -0.003 0.026 -0.016
H -3.19333 -2.27154 4.44403 0.014 0.013 0.020
H -1.33586 -0.73113 5.05059 0.001 0.038 -0.006
H -0.15830 0.53311 3.22401 0.007 -0.057 0.040
Br -0.62562 6.14607 -4.26824 -0.009 -0.027 -0.005
C -0.17370 4.51016 -3.45753 -0.020 0.051 -0.001
C -0.79796 4.12937 -2.28233 0.031 0.029 -0.028
C -0.44330 2.93183 -1.68903 0.060 -0.203 0.130
C 0.52166 2.10744 -2.25560 -0.099 0.324 -0.153
C 1.13853 2.50563 -3.44013 0.086 -0.158 0.029
C 0.79144 3.69977 -4.03940 0.019 0.015 0.000
N 0.82230 0.87558 -1.60753 -0.301 -0.287 0.473
C 1.71804 0.05832 -2.00431 -0.005 0.005 -0.096
C 1.99405 -1.21944 -1.34192 0.043 -0.086 0.074
C 2.93126 -2.10809 -1.84054 0.078 0.069 -0.170
C 3.11055 -3.31820 -1.18403 -0.014 -0.042 0.063
C 2.36461 -3.58892 -0.04999 0.032 0.054 -0.009
C 1.46716 -2.62450 0.39793 0.129 -0.023 -0.173
N 1.28866 -1.48239 -0.24530 0.146 -0.419 0.286
H -1.55215 4.76183 -1.83687 0.010 -0.010 0.027
H -0.91874 2.63070 -0.76303 -0.081 0.089 -0.038
H 1.89738 1.89751 -3.91185 -0.025 0.031 -0.051
H 1.26941 4.00490 -4.95918 0.017 -0.006 0.005
H 2.32601 0.28900 -2.87174 -0.074 0.053 -0.035
H 3.50679 -1.86323 -2.72372 -0.016 -0.008 -0.004
H 3.82753 -4.03859 -1.55327 -0.002 0.009 -0.011
H 2.47607 -4.52049 0.48636 0.011 0.006 0.004
H 0.87944 -2.77267 1.29680 -0.011 -0.037 -0.016
Cl 3.44147 0.60478 3.23341 0.056 0.023 0.046
C 2.86576 2.14884 2.55333 -0.242 -0.185 -0.014
Cl 1.91560 3.04448 3.73334 0.024 0.071 0.011
C 2.07032 1.75354 1.29927 0.454 0.233 0.491
O 2.64352 1.71463 0.24012 -0.141 -0.056 -0.144
O 0.83456 1.42617 1.56684 0.096 -0.386 -1.140
H 3.73044 2.73355 2.26659 0.011 0.014 0.003
```
Forces are in eV/Å.

# 3
This record from OMol25 describes an isolated molecule of C15H16F2N5O6PS in a non-equilibrium geometry. The level of theory is wB97M-V/def2-TZVPD.

Output
**Gap between HOMO and LUMO**: 8.449 eV
**LUMO**: -0.51 eV
**Total energy**: -61110.822 eV
**Maximum force**: 3.38 eV/A
**Net charge**: 0

The geometry in XYZ format:
```
46
Properties=species:S:1:pos:R:3:forces:R:3
O -1.16988 4.58330 -4.56558 0.270 -0.122 1.047
O 0.25047 -3.50627 3.10206 0.510 -0.727 0.368
O 1.57405 -2.33365 0.14057 0.326 -0.307 -0.146
F -2.75311 3.07302 -1.03412 0.090 -0.173 -0.387
F -1.22772 4.54875 -0.63984 0.299 -0.795 0.132
N -2.77125 3.41232 -5.50888 0.836 0.211 1.489
N 2.87076 -5.43788 5.58682 -0.944 -0.422 -1.279
O 0.33882 2.01650 -2.19523 -1.017 0.214 0.037
O -0.51635 2.54241 1.22893 -0.262 0.204 -0.075
O 1.14788 0.06797 0.75894 -0.716 -1.039 1.394
S -1.13875 -1.91972 1.11798 0.197 0.804 0.345
C -1.86224 3.57917 -4.48771 1.689 2.528 -1.472
C 1.34162 -2.98226 3.28606 -1.541 -0.316 0.241
C -3.45624 2.34424 -5.45174 -0.925 -1.811 -0.815
C -3.28832 1.29525 -4.44807 0.558 0.293 1.120
C -2.37698 1.47735 -3.42665 -0.908 0.618 -2.226
C 3.81059 -4.70602 6.15421 0.288 -0.107 0.342
C 2.10994 -4.89431 4.60458 1.260 0.839 1.212
C 4.05225 -3.37367 5.85474 0.368 0.638 0.251
C 3.26515 -2.76838 4.89153 -0.277 -0.183 0.114
C 2.27800 -3.54429 4.26012 0.618 -0.173 0.319
N -4.33218 2.16923 -6.48205 -1.003 -1.579 -0.310
N -1.60608 2.64806 -3.47242 -0.316 -1.270 1.724
N 1.63746 -1.81396 2.65755 -0.046 1.325 -0.373
C 0.92954 0.29909 -0.65567 0.255 0.448 -0.277
C -1.40586 3.24355 -1.01601 0.104 0.113 1.063
C -0.68890 3.01914 -2.33967 0.306 0.092 -2.420
C 0.57795 1.78955 -0.81046 -1.064 -0.341 -0.283
C -0.76090 2.18187 -0.12298 1.353 -1.008 1.583
P 0.90758 -1.50796 1.15011 0.149 -0.224 -1.964
H -0.05091 1.81157 1.68533 -0.388 0.416 -0.624
H -0.85037 -3.02865 1.85982 -0.127 0.252 -0.187
H -3.88961 0.39746 -4.52445 0.133 0.055 0.185
H -2.23761 0.68736 -2.68744 0.310 0.608 0.002
H 4.42288 -5.20561 6.91391 -0.300 0.144 -0.216
H 1.35371 -5.48202 4.09708 0.119 -0.121 0.242
H 4.81818 -2.81926 6.42558 -0.505 -0.335 -0.520
H 3.36069 -1.69619 4.69713 0.000 -0.388 -0.033
H -4.85071 1.26845 -6.56139 0.820 1.414 -0.046
H -4.21759 2.75085 -7.32013 -0.123 -0.449 0.864
H 2.60718 -1.55651 2.66054 0.414 0.226 0.006
H 1.86243 0.06220 -1.17909 -0.256 0.054 0.011
H 0.14014 -0.37207 -1.04534 0.222 0.512 0.136
H -0.17343 3.96478 -2.59533 -0.693 -0.429 -0.248
H 1.38903 2.42058 -0.43149 -0.051 -0.013 0.006
H -1.42131 1.29470 -0.13185 -0.032 0.324 -0.331
```
Forces are in eV/Å.